# 1
Computed, not measured: a molecular structure, C37H33N3O17S in a non-equilibrium geometry, with wB97M-V/def2-TZVPD.

Values from the calculation:
Frontier orbital gap   6.948 eV
Spin multiplicity   1
Lowest unoccupied orbital energy   -1.776 eV

Element x y z (Å)
1 C 4.487 -8.722 3.623
2 C 4.468 -7.579 2.586
3 O 3.526 -7.507 1.826
4 N 5.525 -6.606 2.448
5 C 6.698 -7.144 1.745
6 C 5.870 -5.948 3.735
7 C 5.278 -4.501 3.723
8 C 4.407 -4.122 4.949
9 C 3.392 -5.188 5.414
10 C 2.146 -5.413 4.541
11 C 1.292 -6.416 4.934
12 C 0.063 -6.767 4.226
13 C -0.300 -6.124 3.085
14 C 0.528 -5.055 2.598
15 N 0.379 -4.293 1.530
16 S 1.600 -3.219 1.461
17 N 2.400 -3.665 2.816
18 C 1.753 -4.690 3.352
19 H 3.796 -9.500 3.270
20 H 5.486 -9.173 3.733
21 H 4.076 -8.322 4.567
22 H 7.409 -7.666 2.414
23 H 6.319 -7.871 0.998
24 H 7.185 -6.351 1.148
25 H 6.975 -5.863 3.739
26 H 5.611 -6.545 4.626
27 H 4.792 -4.348 2.750
28 H 6.144 -3.807 3.731
29 H 5.101 -3.948 5.797
30 H 3.924 -3.145 4.775
31 H 3.839 -6.184 5.593
32 H 3.023 -4.866 6.410
33 H 1.528 -6.975 5.850
34 H -0.547 -7.570 4.650
35 H -1.195 -6.375 2.507
36 C -2.262 0.811 -0.273
37 C -1.819 1.680 -1.191
38 C -0.664 1.350 -2.089
39 O -0.310 2.164 -2.919
40 C -0.011 0.056 -1.919
41 C -0.453 -0.810 -1.000
42 C -1.625 -0.490 -0.121
43 O -2.000 -1.319 0.688
44 O 0.128 -2.002 -0.820
45 O -2.379 2.881 -1.354
46 H -3.095 1.037 0.379
47 H 0.831 -0.164 -2.560
48 H -0.379 -2.437 -0.103
49 H -1.879 3.315 -2.077
50 C -4.469 4.367 -3.992
51 C -5.723 4.777 -4.214
52 C -6.106 6.222 -4.104
53 O -7.258 6.546 -4.336
54 C -5.080 7.178 -3.721
55 C -3.827 6.768 -3.494
56 C -3.437 5.328 -3.630
57 O -2.277 5.011 -3.431
58 O -2.859 7.616 -3.137
59 O -6.697 3.927 -4.546
60 H -4.178 3.328 -4.070
61 H -5.374 8.213 -3.629
62 H -2.055 7.074 -3.037
63 H -7.500 4.472 -4.653
64 C 0.900 2.453 4.758
65 C 2.002 1.951 5.327
66 C 2.429 0.532 5.098
67 O 3.450 0.133 5.626
68 C 1.592 -0.308 4.251
69 C 0.488 0.194 3.684
70 C 0.075 1.619 3.891
71 O -0.928 2.029 3.337
72 O -0.302 -0.548 2.905
73 O 2.781 2.683 6.129
74 H 0.584 3.475 4.914
75 H 1.901 -1.335 4.107
76 H -1.027 0.042 2.621
77 H 3.506 2.089 6.404
78 C -5.274 6.816 -9.042
79 C -5.548 7.300 -7.824
80 C -4.693 8.360 -7.192
81 O -4.983 8.788 -6.088
82 C -3.532 8.836 -7.935
83 C -3.259 8.348 -9.150
84 C -4.126 7.309 -9.792
85 O -3.843 6.913 -10.906
86 O -2.203 8.759 -9.857
87 O -6.594 6.866 -7.117
88 H -5.883 6.054 -9.509
89 H -2.914 9.587 -7.463
90 H -2.234 8.257 -10.693
91 H -6.586 7.368 -6.279


# 2
Computed, not measured: a molecular structure, C45H67ClCsN3O5P2S in a non-equilibrium geometry, with wB97M-V/def2-TZVPD.

Values from the calculation:
Frontier orbital gap   7.127 eV
Spin multiplicity   1
Lowest unoccupied orbital energy   -0.119 eV

Element x y z (Å)
1 Cs 2.263 -1.194 1.876
2 C -2.364 -4.631 -2.047
3 C -1.253 -3.783 -1.329
4 C 0.141 -3.954 -2.067
5 C -1.601 -2.278 -1.343
6 C -2.909 -1.919 -1.029
7 C -3.380 -0.615 -1.251
8 C -4.872 -0.518 -1.185
9 C -5.536 -1.418 -0.120
10 C -5.522 -1.019 -2.554
11 C -2.566 0.386 -1.742
12 C -1.211 0.028 -2.067
13 C -0.789 -1.280 -1.792
14 C -0.206 0.916 -2.804
15 C -0.093 0.626 -4.305
16 C -0.355 2.417 -2.506
17 C -3.236 1.639 -2.223
18 C -3.550 1.709 -3.575
19 C -4.534 2.609 -4.088
20 C -5.058 3.554 -3.237
21 C -4.684 3.621 -1.887
22 C -3.702 2.747 -1.382
23 P -2.864 3.156 0.163
24 C -2.238 4.934 0.044
25 C -1.984 5.258 -1.425
26 C -3.152 6.040 0.566
27 C -0.860 4.834 0.857
28 C -4.359 3.050 1.507
29 C -5.601 3.709 0.975
30 C -4.501 1.511 1.725
31 C -3.883 3.610 2.941
32 H -2.046 -5.644 -2.143
33 H -2.571 -4.227 -3.065
34 H -3.329 -4.617 -1.546
35 H -1.072 -4.111 -0.287
36 H 0.078 -3.610 -3.143
37 H 0.445 -5.006 -2.119
38 H 0.966 -3.390 -1.587
39 H -3.553 -2.621 -0.538
40 H -5.167 0.533 -0.959
41 H -5.586 -2.552 -0.369
42 H -6.533 -1.050 0.146
43 H -4.982 -1.399 0.885
44 H -5.210 -2.007 -2.790
45 H -5.229 -0.331 -3.387
46 H -6.600 -0.948 -2.373
47 H 0.245 -1.433 -2.069
48 H 0.817 0.615 -2.424
49 H -1.021 0.930 -4.773
50 H 0.076 -0.381 -4.559
51 H 0.672 1.319 -4.710
52 H -1.148 2.924 -3.085
53 H 0.614 2.894 -2.683
54 H -0.546 2.455 -1.434
55 H -3.027 1.033 -4.269
56 H -4.930 2.497 -5.112
57 H -5.735 4.240 -3.609
58 H -5.035 4.389 -1.234
59 H -2.878 5.514 -1.937
60 H -1.469 4.458 -1.928
61 H -1.396 6.191 -1.387
62 H -2.532 6.930 0.435
63 H -3.536 5.968 1.568
64 H -4.035 6.104 -0.083
65 H -0.253 3.944 0.666
66 H -0.959 4.930 1.937
67 H -0.246 5.680 0.439
68 H -5.959 3.101 0.105
69 H -5.515 4.783 0.755
70 H -6.404 3.559 1.620
71 H -4.950 0.904 0.965
72 H -5.178 1.279 2.621
73 H -3.551 1.068 1.931
74 H -3.709 4.728 2.949
75 H -3.054 3.065 3.311
76 H -4.748 3.445 3.571
77 O 1.611 -3.979 3.158
78 H 0.941 -4.618 3.475
79 H 2.422 -4.430 2.805
80 O 2.129 1.597 0.095
81 H 2.187 2.550 0.261
82 H 3.058 1.266 0.022
83 S 7.055 -0.710 -0.182
84 C 5.732 -0.003 0.485
85 N 4.822 0.588 1.007
86 Cl 5.329 3.336 4.480
87 C 4.000 2.354 4.919
88 C 3.339 2.460 6.130
89 C 2.219 1.607 6.299
90 C 1.957 0.669 5.321
91 N 2.655 0.614 4.168
92 C 3.629 1.464 3.925
93 H 3.589 3.257 6.869
94 H 1.626 1.670 7.220
95 H 1.157 -0.047 5.441
96 H 4.179 1.410 2.999
97 N 3.135 -2.164 -0.995
98 C 3.835 -2.164 -1.963
99 C 4.647 -2.578 -3.038
100 C 5.998 -2.904 -2.924
101 C 6.647 -3.553 -4.038
102 C 5.898 -3.847 -5.195
103 C 4.571 -3.322 -5.384
104 C 3.958 -2.715 -4.316
105 H 6.466 -2.703 -2.007
106 H 7.675 -3.931 -4.025
107 H 6.322 -4.537 -5.857
108 H 4.069 -3.450 -6.295
109 H 2.993 -2.322 -4.500
110 C 5.029 -5.800 2.695
111 O 4.305 -4.552 2.758
112 P 4.898 -3.242 3.451
113 O 4.689 -3.635 5.004
114 C 3.481 -3.483 5.799
115 O 6.491 -3.392 3.395
116 C 7.387 -2.220 3.415
117 H 4.367 -6.648 2.547
118 H 5.638 -5.958 3.600
119 H 5.735 -5.707 1.858
120 H 3.691 -3.708 6.837
121 H 2.698 -4.103 5.323
122 H 3.096 -2.473 5.709
123 H 8.282 -2.488 3.949
124 H 6.907 -1.336 3.922
125 H 7.692 -2.018 2.376


# 3
Computed, not measured: a molecular structure, C26H44BrNOP2Sn in a non-equilibrium geometry, with wB97M-V/def2-TZVPD.

Values from the calculation:
Net charge   +4
ΔE to the lowest compared entry with this formula, charge and spin   0.0000 eV
Frontier orbital gap (spin up / spin down)   3.592 / 3.586 eV
Spin multiplicity   1
Lowest unoccupied orbital energy (spin up / spin down)   -16.020 / -16.024 eV

Element x y z (Å)
1 N -4.875 2.715 -3.429
2 C -4.606 3.071 -2.179
3 C -3.581 2.466 -1.443
4 C -2.789 1.476 -2.049
5 C -3.047 1.151 -3.392
6 C -4.125 1.796 -4.029
7 C -1.573 1.063 -1.270
8 Sn 0.075 -0.385 -1.600
9 P 2.245 -0.384 -0.512
10 C -0.362 1.839 -1.607
11 C 0.157 2.809 -0.610
12 C 1.072 3.812 -0.987
13 C 1.559 4.740 -0.069
14 C 1.113 4.705 1.269
15 C 0.197 3.710 1.652
16 C -0.256 2.759 0.735
17 Br 1.701 5.911 2.494
18 H -1.816 0.843 -0.226
19 H -0.268 2.158 -2.654
20 H -3.348 2.817 -0.433
21 H -2.423 0.459 -3.955
22 H -5.218 3.849 -1.714
23 H -4.388 1.565 -5.062
24 H 1.415 3.851 -2.026
25 H -0.927 1.988 1.095
26 H 2.282 5.496 -0.367
27 H -0.171 3.684 2.669
28 P -1.066 -2.349 -0.051
29 C 3.017 1.203 -0.035
30 C 4.542 1.229 -0.024
31 H 2.609 1.494 0.948
32 H 2.637 1.942 -0.750
33 H 4.881 2.238 0.236
34 H 4.970 0.547 0.716
35 H 4.966 0.999 -1.008
36 C 3.288 -1.053 -1.881
37 C 4.425 -1.993 -1.483
38 H 3.690 -0.199 -2.449
39 H 2.580 -1.577 -2.548
40 H 4.863 -2.431 -2.389
41 H 5.239 -1.471 -0.961
42 H 4.081 -2.822 -0.853
43 C 2.402 -1.495 0.947
44 C 3.688 -1.419 1.770
45 H 2.249 -2.525 0.588
46 H 1.545 -1.247 1.594
47 H 3.624 -2.120 2.613
48 H 4.577 -1.700 1.190
49 H 3.850 -0.425 2.204
50 C -0.557 -3.106 1.555
51 C -1.347 -4.351 1.969
52 H -0.646 -2.318 2.322
53 H 0.512 -3.358 1.483
54 H -2.411 -4.135 2.137
55 H -1.254 -5.165 1.237
56 H -0.924 -4.719 2.913
57 C -0.945 -3.790 -1.202
58 C -0.857 -3.445 -2.689
59 H -1.818 -4.425 -0.993
60 H -0.056 -4.355 -0.881
61 H -1.851 -3.275 -3.121
62 H -0.231 -2.553 -2.890
63 H -0.389 -4.277 -3.232
64 C -2.871 -2.098 0.215
65 C -3.273 -1.327 1.476
66 H -3.330 -3.097 0.202
67 H -3.242 -1.570 -0.672
68 H -4.275 -0.901 1.331
69 H -3.333 -1.989 2.350
70 H -2.606 -0.490 1.728
71 C -1.733 1.844 4.560
72 O -1.229 1.274 3.348
73 H -0.938 2.175 5.249
74 H -2.367 1.121 5.093
75 H -2.341 2.708 4.278
76 H -0.389 0.835 3.559